1.
A 2-piece molecular cluster, C4H10N2 overall. Source: the OMol25 dataset; level of theory: ωB97M-V/def2-TZVPD.

The geometry in ORCA input format:
```
! RIJCOSX wB97M-V def2-TZVPD def2/J DEFGRID3
* xyz 0 1
C 1.627 -1.504 0.324
N 1.818 -0.318 0.783
C 2.224 0.694 -0.179
H 1.812 -2.497 0.679
H 1.528 -1.701 -0.695
H 2.363 1.624 0.425
H 3.028 0.485 -0.828
H 1.307 0.769 -0.748
C -2.206 -0.869 0.714
N -1.811 -0.368 -0.399
C -1.825 1.145 -0.590
H -2.454 -1.918 0.913
H -1.899 -0.333 1.656
H -2.154 1.427 -1.644
H -2.504 1.721 0.078
H -0.853 1.642 -0.488
*
```

HOMO level   -9.14 eV
Gap between HOMO and LUMO   10.1 eV
SMILES   C=NC.C=NC
ΔE to the lowest compared entry with this formula, charge and spin   390.8 kJ/mol
M   86.1 g mol⁻¹
Lowest unoccupied orbital energy   0.0363 Eh

Electronic structure analysis, Löwdin charges in units of e:
1 C -0.0736
2 N -0.0830
3 C -0.1444
4 H 0.0584
5 H 0.0395
6 H 0.0852
7 H 0.0600
8 H 0.0513
9 C -0.0988
10 N -0.0856
11 C -0.1407
12 H 0.0574
13 H 0.0819
14 H 0.0819
15 H 0.0685
16 H 0.0420

***

2.
C4H10N2 in the gas phase. Source: the OMol25 dataset; level of theory: ωB97M-V/def2-TZVPD.

The geometry in ORCA input format:
```
! RIJCOSX wB97M-V def2-TZVPD def2/J DEFGRID3
* xyz 0 1
C -1.806 0.492 -0.663
C -0.649 -0.073 0.172
C -0.271 -1.549 0.261
N 1.072 -1.351 -0.424
N 0.903 0.095 -0.657
C 1.874 0.849 0.082
H -2.833 0.038 -0.244
H -1.728 0.047 -1.652
H -1.875 1.590 -0.487
H -0.288 0.501 1.087
H -0.141 -1.918 1.321
H -0.957 -2.154 -0.418
H 1.798 -1.416 0.267
H 2.815 0.247 -0.265
H 1.854 1.967 -0.327
H 1.740 0.902 1.231
*
```

HOMO level   -7.82 eV
Gap between HOMO and LUMO   8.9 eV
SMILES   C[C@H]1CNN1C
ΔE to the lowest compared entry with this formula, charge and spin   397.4 kJ/mol
M   86.1 g mol⁻¹
Lowest unoccupied orbital energy   0.0393 Eh

Electronic structure analysis, Löwdin charges in units of e:
1 C -0.0825
2 C -0.2539
3 C -0.1726
4 N -0.0648
5 N -0.1952
6 C -0.1839
7 H 0.1121
8 H 0.0668
9 H 0.0769
10 H 0.1160
11 H 0.1143
12 H 0.1173
13 H 0.0535
14 H 0.1053
15 H 0.1099
16 H 0.0811

***

3.
C4H10N2 in the gas phase. Source: the OMol25 dataset; level of theory: ωB97M-V/def2-TZVPD.

The geometry in ORCA input format:
```
! RIJCOSX wB97M-V def2-TZVPD def2/J DEFGRID3
* xyz 0 1
N -1.528 -1.226 -0.249
C -0.717 -0.237 0.420
C -0.874 1.216 0.053
C 0.688 1.360 -0.121
C 0.671 -0.220 -0.240
N 1.661 -1.109 0.173
H -1.121 -2.205 -0.572
H -2.334 -1.551 0.384
H -0.708 -0.298 1.607
H -1.310 1.349 -0.961
H -1.503 1.839 0.632
H 1.177 1.655 0.846
H 0.907 1.995 -1.034
H 0.525 -0.439 -1.318
H 2.387 -1.372 -0.637
H 2.079 -0.756 1.016
*
```

HOMO level   -8.96 eV
Gap between HOMO and LUMO   10.1 eV
SMILES   N[C@@H]1CC[C@H]1N
ΔE to the lowest compared entry with this formula, charge and spin   204.9 kJ/mol
M   86.1 g mol⁻¹
Lowest unoccupied orbital energy   0.0436 Eh

Electronic structure analysis, Löwdin charges in units of e:
1 N -0.0116
2 C -0.4216
3 C -0.1746
4 C -0.1041
5 C -0.4548
6 N 0.0243
7 H 0.1239
8 H 0.0894
9 H 0.1750
10 H 0.1141
11 H 0.0795
12 H 0.1063
13 H 0.1081
14 H 0.1439
15 H 0.1420
16 H 0.0602

***

4.
C4H10N2 in the gas phase. Source: the OMol25 dataset; level of theory: ωB97M-V/def2-TZVPD.

The geometry in ORCA input format:
```
! RIJCOSX wB97M-V def2-TZVPD def2/J DEFGRID3
* xyz 0 1
C -0.594 0.649 -2.156
C 0.417 1.381 -1.186
C 0.607 0.599 0.111
N 0.813 -0.694 0.175
N 0.961 -1.133 1.559
C -0.379 -1.236 2.067
H -0.468 0.947 -3.204
H -1.697 0.773 -2.077
H -0.354 -0.395 -2.060
H -0.240 2.364 -0.913
H 1.463 1.642 -1.527
H 0.407 1.018 1.186
H 1.334 -2.057 1.401
H -0.270 -1.833 3.033
H -1.057 -0.233 2.251
H -0.944 -1.791 1.339
*
```

HOMO level   -8.81 eV
Gap between HOMO and LUMO   9.9 eV
SMILES   CC/C=N/NC
ΔE to the lowest compared entry with this formula, charge and spin   307.0 kJ/mol
M   86.1 g mol⁻¹
Lowest unoccupied orbital energy   0.0418 Eh

Electronic structure analysis, Löwdin charges in units of e:
1 C -0.1269
2 C -0.2175
3 C -0.1935
4 N -0.0144
5 N -0.1655
6 C -0.1872
7 H 0.0600
8 H 0.0764
9 H 0.0386
10 H 0.1368
11 H 0.1140
12 H 0.1297
13 H 0.0900
14 H 0.0907
15 H 0.1208
16 H 0.0481

***

5.
A 2-piece molecular cluster, C4H10N2 overall. Source: the OMol25 dataset; level of theory: ωB97M-V/def2-TZVPD.

The geometry in ORCA input format:
```
! RIJCOSX wB97M-V def2-TZVPD def2/J DEFGRID3
* xyz 0 1
C 2.633 0.000 0.156
N 1.397 0.187 0.217
C 0.978 1.563 0.548
H 3.040 -1.001 0.038
H 3.404 0.760 0.348
H 1.695 2.253 0.102
H 0.877 1.709 1.616
H 0.067 1.766 -0.008
C -2.289 -0.997 0.797
N -1.810 -0.178 -0.036
C -1.319 -0.788 -1.290
H -2.759 -0.557 1.673
H -2.281 -2.078 0.643
H -1.204 0.037 -1.989
H -2.080 -1.442 -1.702
H -0.349 -1.233 -1.112
*
```

HOMO level   -9.47 eV
Gap between HOMO and LUMO   10.6 eV
SMILES   C=NC.C=NC
ΔE to the lowest compared entry with this formula, charge and spin   232.4 kJ/mol
M   86.1 g mol⁻¹
Lowest unoccupied orbital energy   0.0432 Eh

Electronic structure analysis, Löwdin charges in units of e:
1 C -0.0937
2 N -0.0794
3 C -0.1344
4 H 0.0600
5 H 0.0734
6 H 0.0634
7 H 0.0775
8 H 0.0509
9 C -0.0914
10 N -0.0887
11 C -0.1519
12 H 0.0600
13 H 0.0737
14 H 0.0603
15 H 0.0668
16 H 0.0535

***

6.
A 2-piece molecular cluster, C4H10N2 overall. Source: the OMol25 dataset; level of theory: ωB97M-V/def2-TZVPD.

The geometry in ORCA input format:
```
! RIJCOSX wB97M-V def2-TZVPD def2/J DEFGRID3
* xyz 0 1
C 0.253 0.549 -0.242
C 1.744 0.215 -0.178
C -0.604 -0.557 0.222
N -0.067 1.797 0.406
N -0.756 -1.322 -1.018
C -1.466 -0.642 1.240
H -0.098 -0.133 -1.475
H 0.729 2.356 0.686
H -0.634 2.403 -0.178
H -1.679 -1.721 -1.140
H -0.086 -2.082 -1.128
H 1.966 -0.745 -0.647
H 2.332 0.976 -0.696
H 2.084 0.176 0.865
H -2.260 -1.374 1.263
H -1.459 0.104 2.019
*
```

HOMO level   -7.45 eV
Gap between HOMO and LUMO   8.5 eV
ΔE to the lowest compared entry with this formula, charge and spin   346.5 kJ/mol
M   86.1 g mol⁻¹
Lowest unoccupied orbital energy   0.0375 Eh

Electronic structure analysis, Löwdin charges in units of e:
1 C -0.4721
2 C -0.0983
3 C -0.3823
4 N 0.0368
5 N 0.0098
6 C 0.0611
7 H 0.2003
8 H 0.0631
9 H 0.0730
10 H 0.0996
11 H 0.1016
12 H 0.0630
13 H 0.0692
14 H 0.0734
15 H 0.0498
16 H 0.0520

***

7.
A 2-piece molecular cluster, C4H10N2 overall. Source: the OMol25 dataset; level of theory: ωB97M-V/def2-TZVPD.

The geometry in ORCA input format:
```
! RIJCOSX wB97M-V def2-TZVPD def2/J DEFGRID3
* xyz 0 1
C -3.061 0.703 -4.013
N -3.063 1.948 -4.178
C -2.525 2.470 -5.437
H -3.400 0.283 -3.068
H -2.771 -0.022 -4.786
H -3.345 2.970 -5.948
H -2.160 1.680 -6.100
H -1.787 3.167 -5.151
C 3.558 -0.721 4.554
N 2.582 -1.447 4.241
C 2.325 -2.676 4.916
H 3.682 0.169 3.984
H 4.252 -0.960 5.360
H 1.377 -2.647 5.453
H 3.104 -2.957 5.644
H 2.217 -3.503 4.211
*
```

HOMO level   -9.59 eV
Gap between HOMO and LUMO   10.9 eV
SMILES   C=NC.C=NC
ΔE to the lowest compared entry with this formula, charge and spin   222.4 kJ/mol
M   86.1 g mol⁻¹
Lowest unoccupied orbital energy   0.0465 Eh

Electronic structure analysis, Löwdin charges in units of e:
1 C -0.0963
2 N -0.0914
3 C -0.1402
4 H 0.0610
5 H 0.0691
6 H 0.0736
7 H 0.0683
8 H 0.0559
9 C -0.0733
10 N -0.0996
11 C -0.1710
12 H 0.0530
13 H 0.0714
14 H 0.0748
15 H 0.0712
16 H 0.0736

***

8.
C4H10N2 in the gas phase. Source: the OMol25 dataset; level of theory: ωB97M-V/def2-TZVPD.

The geometry in ORCA input format:
```
! RIJCOSX wB97M-V def2-TZVPD def2/J DEFGRID3
* xyz 0 1
C 0.343 0.154 2.326
N -0.068 0.251 1.134
N 0.260 -0.473 0.103
C 1.609 -0.492 -0.332
C -0.713 -0.484 -0.942
C -1.489 0.880 -0.993
H 0.443 -0.911 2.756
H 0.442 0.986 2.988
H 2.087 -0.937 0.581
H 1.883 0.508 -0.637
H 1.880 -1.090 -1.240
H -1.452 -1.410 -0.987
H -0.146 -0.595 -1.880
H -2.082 0.978 -0.123
H -2.215 0.952 -1.805
H -0.782 1.684 -0.949
*
```

HOMO level   -7.06 eV
Gap between HOMO and LUMO   8.2 eV
SMILES   C=NN(C)CC
ΔE to the lowest compared entry with this formula, charge and spin   382.1 kJ/mol
M   86.1 g mol⁻¹
Lowest unoccupied orbital energy   0.0411 Eh

Electronic structure analysis, Löwdin charges in units of e:
1 C -0.0268
2 N -0.0653
3 N -0.3053
4 C -0.0798
5 C -0.2314
6 C -0.0948
7 H 0.0924
8 H 0.0473
9 H 0.0950
10 H 0.0784
11 H 0.0980
12 H 0.1371
13 H 0.0923
14 H 0.0364
15 H 0.0675
16 H 0.0591

***

9.
A 2-piece molecular cluster, C4H10N2 overall. Source: the OMol25 dataset; level of theory: ωB97M-V/def2-TZVPD.

The geometry in ORCA input format:
```
! RIJCOSX wB97M-V def2-TZVPD def2/J DEFGRID3
* xyz 0 1
H -1.179 -2.176 -0.769
N -1.867 -1.435 -0.692
C -1.650 -0.507 -1.536
N -2.227 0.710 -1.304
H -0.976 -0.638 -2.381
H -2.786 0.649 -0.467
H -1.897 1.615 -1.573
C 1.450 -0.148 2.303
C 1.762 0.803 1.356
C 2.423 0.420 0.074
H 1.851 0.112 3.284
H 0.675 -0.897 2.195
H 1.532 1.824 1.651
H 3.482 0.302 0.251
H 2.036 -0.480 -0.418
H 2.202 1.120 -0.737
*
```

HOMO level   -8.08 eV
Gap between HOMO and LUMO   8.8 eV
SMILES   [H]/N=C/N.C=CC
ΔE to the lowest compared entry with this formula, charge and spin   335.0 kJ/mol
M   86.1 g mol⁻¹
Lowest unoccupied orbital energy   0.0250 Eh

Electronic structure analysis, Löwdin charges in units of e:
1 H 0.0253
2 N 0.0380
3 C -0.3960
4 N 0.0606
5 H 0.1100
6 H 0.0864
7 H 0.0798
8 C -0.0227
9 C -0.2319
10 C -0.1320
11 H 0.0408
12 H 0.0505
13 H 0.0866
14 H 0.0726
15 H 0.0720
16 H 0.0599

***

10.
A 2-piece molecular cluster, C4H10N2 overall. Source: the OMol25 dataset; level of theory: ωB97M-V/def2-TZVPD.

The geometry in ORCA input format:
```
! RIJCOSX wB97M-V def2-TZVPD def2/J DEFGRID3
* xyz 1 2
C 1.399 -1.802 -0.240
C 1.643 -0.329 -0.343
C 1.634 0.525 0.674
H 2.274 -2.316 -0.636
H 1.120 -2.165 0.744
H 0.630 -2.101 -0.967
H 2.198 -0.007 -1.223
H 1.840 1.590 0.605
H 1.226 0.319 1.665
N -1.662 1.911 -0.195
C -2.178 0.701 0.154
N -2.722 -0.067 -0.764
H -1.003 1.780 -0.981
H -1.227 2.406 0.588
H -2.269 0.532 1.227
H -2.903 -0.975 -0.307
*
```

HOMO level (spin up / spin down)   -13.39 / -13.33 eV
Gap between HOMO and LUMO (spin up / spin down)   8.5 / 4.1 eV
ΔE to the lowest compared entry with this formula, charge and spin   322.1 kJ/mol
M   86.1 g mol⁻¹
Lowest unoccupied orbital energy (spin up / spin down)   -0.1812 / -0.3402 Eh

Electronic structure analysis, Löwdin charges in units of e:
1 C -0.1060
2 C -0.2484
3 C -0.0393
4 H 0.0840
5 H 0.0759
6 H 0.0725
7 H 0.1023
8 H 0.0509
9 H 0.0574
10 N 0.2618
11 C -0.1790
12 N 0.2835
13 H 0.1606
14 H 0.1472
15 H 0.1598
16 H 0.1168